[1]
ORCA calculation (the ωB97M-V functional and the def2-TZVPD basis) on 13 unconnected molecules or ions with the total composition C52H104O26S13 in a non-equilibrium geometry.

The energy above the lowest of the compared OMol25 structures with the same formula, charge and spin is 66.8 kcal/mol. The gap between HOMO and LUMO comes out at 9.91 eV. The calculation puts the LUMO energy at 0.00630 Eh. The HOMO energy comes out at -0.358 hartree.

Geometry (Å):
H (15.0881, 19.3524, 20.0800)
C (13.9514, 10.9912, 22.8657)
C (13.9982, 12.4965, 10.7477)
H (17.9850, 15.5407, 21.7999)
H (17.0267, 10.8067, 20.4503)
H (20.7315, 12.7907, 13.0501)
H (17.6189, 15.5135, 9.9185)
O (18.8805, 18.3265, 11.5121)
C (11.4122, 12.9961, 18.1512)
C (20.4216, 10.5955, 19.5650)
O (15.3735, 21.6941, 18.0837)
H (14.5405, 10.0290, 22.6127)
C (14.9000, 11.9681, 23.4399)
H (15.6488, 12.6665, 13.7626)
H (18.1480, 11.8040, 17.8906)
H (23.8316, 18.0501, 16.5702)
C (20.5406, 11.8177, 15.0357)
H (18.3064, 21.2191, 16.3783)
C (14.7578, 8.6417, 17.8633)
H (13.2661, 10.0626, 18.1669)
H (23.6463, 15.9405, 17.7609)
H (17.8290, 23.1101, 14.0569)
C (13.5842, 18.8032, 12.2100)
C (23.8352, 15.8425, 16.6803)
H (18.5708, 17.2388, 18.5635)
H (15.7011, 11.6400, 9.6472)
H (13.2219, 9.2929, 16.5404)
H (13.5260, 20.0801, 19.5773)
O (13.4727, 10.5776, 20.2422)
H (16.6394, 7.9355, 17.0146)
C (18.6000, 17.9640, 19.4186)
C (17.5596, 19.8123, 14.0033)
H (13.4352, 11.7322, 10.2013)
H (23.3545, 14.5525, 14.9415)
O (17.8814, 13.4686, 15.9058)
H (10.3681, 12.7161, 18.3415)
C (12.0539, 14.2217, 18.8951)
C (17.8621, 16.1650, 15.6027)
C (19.5089, 9.7323, 13.8700)
S (20.2729, 10.1367, 15.3741)
C (20.8297, 16.0415, 10.9291)
H (20.6243, 16.7054, 21.8542)
O (20.2136, 13.0576, 20.4978)
S (13.8940, 16.4845, 11.0025)
C (11.5195, 15.5125, 18.1948)
H (16.6352, 22.9304, 15.4455)
C (13.2730, 17.7869, 13.2991)
H (12.2429, 19.2880, 17.7787)
H (20.5262, 10.1482, 18.5636)
C (16.0958, 14.8666, 17.2547)
H (12.1636, 16.4002, 18.1779)
O (16.7941, 18.5945, 21.4740)
O (19.2595, 9.9902, 16.4369)
S (20.0303, 12.2757, 19.2783)
C (13.9848, 12.2750, 12.2800)
H (21.5762, 11.9946, 15.1870)
S (17.7534, 14.7054, 16.7040)
O (16.8632, 21.8855, 12.3227)
C (13.8239, 18.2136, 18.6204)
H (20.1569, 15.6093, 8.8819)
O (12.4637, 15.4964, 15.6653)
C (19.1532, 10.1063, 20.4253)
O (14.2260, 11.7232, 15.7447)
C (12.9728, 16.4625, 12.5769)
S (18.5280, 16.9676, 11.6439)
H (20.5835, 16.5215, 12.9919)
H (19.8776, 14.4114, 10.1788)
C (20.0241, 16.1115, 12.1544)
H (14.5115, 16.0917, 16.4347)
O (15.1517, 21.0788, 13.9203)
O (14.9868, 15.5423, 10.9290)
C (18.5515, 21.5786, 15.3335)
H (11.9600, 16.3641, 12.2326)
H (19.1120, 12.4652, 13.7449)
H (18.4493, 18.9914, 19.0795)
H (15.7890, 9.5577, 14.9574)
H (19.6227, 19.7519, 14.6844)
H (15.1079, 14.0705, 12.7794)
S (16.5429, 21.3609, 13.6676)
H (23.7956, 17.1817, 14.9878)
C (15.9715, 9.6754, 15.9708)
H (21.5532, 15.2154, 11.1991)
H (17.6855, 12.8380, 19.2657)
H (21.3636, 10.6128, 20.1379)
O (15.4864, 11.5932, 17.8914)
O (18.6319, 14.8796, 17.8387)
H (15.8728, 13.8339, 17.5535)
C (13.1034, 18.7817, 17.3834)
H (13.1178, 10.5668, 23.4672)
H (13.5574, 13.5125, 10.5838)
H (16.5614, 17.5528, 16.7419)
O (12.0040, 12.0628, 21.5220)
C (19.8924, 17.9299, 20.2338)
H (12.6213, 18.9868, 11.7170)
S (17.3371, 17.5050, 20.6993)
O (17.3484, 16.6009, 12.3662)
H (18.3884, 16.9526, 9.2813)
C (11.6044, 13.1976, 16.6441)
H (10.5421, 15.8175, 18.4265)
S (16.4815, 12.5485, 11.6384)
H (19.2351, 20.8863, 13.3483)
O (16.9420, 11.2359, 11.9558)
C (18.5076, 16.1278, 9.9760)
C (14.0425, 19.8544, 16.7337)
H (17.3891, 19.1536, 13.0984)
C (15.5443, 12.5381, 22.1360)
H (13.4364, 20.7224, 16.4408)
C (21.5452, 15.3830, 15.9700)
H (14.5945, 17.4815, 18.4365)
C (20.1709, 12.0237, 13.5306)
C (14.5312, 18.1605, 11.2291)
O (16.4599, 16.5226, 20.0764)
H (13.9844, 13.8508, 21.2397)
C (23.4634, 17.1894, 16.0251)
O (16.4058, 19.4708, 17.7174)
C (19.8820, 15.4661, 9.9021)
H (10.8406, 12.7254, 15.9829)
H (14.3445, 12.7730, 23.8935)
H (19.2493, 10.5342, 21.4859)
C (16.4816, 16.8247, 15.8955)
H (17.4736, 10.0090, 19.0629)
C (17.3896, 22.4291, 14.7638)
C (14.5251, 12.9020, 21.0153)
H (19.8597, 15.8122, 20.3887)
H (12.7976, 18.0202, 16.6911)
H (20.8778, 15.1207, 15.1321)
H (14.6887, 18.6628, 10.2567)
O (12.8431, 16.3565, 10.0110)
C (18.4298, 16.5406, 21.7613)
S (13.3218, 11.5708, 21.3155)
H (16.9759, 9.9826, 16.0876)
C (15.4327, 12.4955, 10.2512)
H (21.0512, 15.1708, 16.9915)
H (13.9728, 19.8184, 12.5063)
S (21.7335, 17.1612, 16.0433)
S (11.3335, 14.9811, 16.4458)
H (22.9425, 13.8747, 16.5876)
C (22.9579, 14.7955, 15.9955)
H (21.3571, 16.9671, 10.6740)
C (15.4709, 15.7390, 16.1370)
H (24.8982, 15.5552, 16.6135)
H (13.0690, 17.7896, 19.3353)
C (17.8352, 10.7070, 19.7264)
H (16.1855, 13.4471, 22.2980)
O (21.6009, 9.5048, 15.4720)
H (21.0513, 10.3476, 12.6151)
H (16.2072, 11.7494, 21.7267)
H (16.1165, 15.4472, 18.1282)
H (15.3148, 15.2325, 15.2201)
H (18.3321, 17.0644, 22.7502)
H (14.8752, 12.8469, 19.9813)
O (20.7131, 12.6824, 18.1017)
H (19.1671, 9.0437, 20.5311)
H (15.6779, 11.5865, 24.0379)
H (13.0346, 12.5806, 12.7775)
H (13.2684, 15.5564, 13.1271)
H (19.5336, 15.1425, 12.4511)
H (19.9098, 12.4152, 15.7136)
O (21.1869, 17.7189, 14.7882)
S (15.2473, 20.2755, 17.9081)
O (17.5222, 13.5531, 11.4676)
H (14.4509, 19.4463, 15.7983)
H (15.5097, 18.0672, 11.7138)
C (14.4026, 19.4464, 19.2479)
H (20.6858, 17.7922, 19.4823)
H (12.5809, 13.0829, 16.2504)
H (15.5997, 13.3545, 9.6138)
H (13.1502, 14.1885, 18.7680)
H (12.3826, 18.1164, 13.9376)
O (9.9125, 15.1721, 16.0870)
H (11.7836, 14.2303, 19.9791)
H (19.2971, 10.8516, 11.9792)
C (18.2208, 11.9785, 18.9952)
H (15.2686, 7.5731, 16.0163)
H (18.4715, 10.0241, 14.0775)
C (15.2492, 12.9927, 12.7889)
H (18.0738, 15.7807, 14.5664)
H (19.4121, 22.2382, 15.4649)
H (14.0979, 11.2414, 12.4544)
C (15.6982, 8.3152, 16.6870)
O (21.1871, 17.5122, 17.3260)
C (18.9022, 20.4835, 14.3151)
C (20.0324, 10.7060, 12.7940)
H (17.1647, 19.4393, 14.9542)
H (18.7654, 16.7481, 15.9104)
H (20.1358, 18.8076, 20.7671)
H (16.2626, 17.4682, 14.9660)
H (15.2467, 9.1150, 18.6713)
H (14.1388, 7.8327, 18.2430)
H (19.6754, 8.6372, 13.7484)
S (14.8768, 10.9128, 16.7585)
H (14.1585, 17.4979, 13.8928)
C (19.8289, 16.6559, 21.0935)
C (13.8395, 9.7036, 17.3623)
H (11.9848, 12.1011, 18.4686)

[2]
ORCA calculation (the ωB97M-V functional and the def2-TZVPD basis) on a molecular structure, C5H10P2 in a non-equilibrium geometry.

The energy above the lowest of the compared OMol25 structures with the same formula, charge and spin is 82.0 kcal/mol. The gap between HOMO and LUMO (alpha / beta) comes out at 8.09 / 8.10 eV. The calculation puts the LUMO energy (alpha / beta) at 0.00246 / 0.00298 Eh. The HOMO energy (alpha / beta) comes out at -0.295 / -0.295 hartree.

Geometry (Å):
H (2.2383, 0.1719, -0.6472)
P (-1.2974, -0.0535, -2.4964)
H (1.9631, -1.6483, -0.2847)
H (-3.6868, -0.1465, -1.6468)
H (1.1120, 1.4441, 2.4990)
H (-1.7073, 1.2713, -2.4459)
H (2.7092, 0.2847, 1.5696)
H (1.1946, 1.8237, 0.7787)
C (-2.7766, -0.7438, -1.5451)
C (1.7311, -0.0979, 1.4102)
P (-1.9181, -0.8374, 0.2109)
H (1.4693, -0.9258, 2.1861)
C (-0.6448, -0.3876, -0.8457)
C (0.9219, 1.1326, 1.5287)
H (-2.8867, -1.7319, -1.7870)
H (-0.1039, 1.0444, 1.5142)
C (1.6822, -0.5999, 0.0015)